[1]
Molecular formula: C5H12N2O
Method: DFT, ωB97M-V with the def2-TZVPD basis set

```
20
Properties=species:S:1:pos:R:3
O 1.6905 -1.2742 -0.9826
N 0.2645 -2.1291 0.5446
N 0.9308 1.2426 -0.1929
C 0.7313 -1.1181 -0.2495
C -0.0595 0.1891 -0.3057
C -0.4529 -1.8871 1.7932
C -0.8894 0.1653 -1.6032
C 0.4194 2.5800 -0.0013
H -1.7594 -0.4704 -1.4156
H -0.4083 -2.7803 2.4119
H -0.5768 2.5358 0.4501
H -0.6823 0.2631 0.5772
H -1.2030 1.1812 -1.8565
H -1.5020 -1.6515 1.5923
H 1.0606 3.1760 0.6445
H 0.8322 -2.9609 0.4866
H -0.3229 -0.3098 -2.4009
H 0.2767 3.1363 -0.9390
H 1.6652 1.1572 -0.8851
H -0.0144 -1.0453 2.3321
```

Output
structure (SMILES)	CNC(=O)[C@H](C)NC
calculated total energy	-382.4604	Eh
relative energy (zero: lowest compared OMol25 entry of this formula, charge and spin)	110.6	kJ/mol
HOMO level	-8.500	eV
2S+1	1
gap between HOMO and LUMO	9.39	eV

Atom charges from the Löwdin analysis, given in e for atoms 1 to 4:
1 O 0.057
2 N 0.024
3 N -0.086
4 C -0.477


[2]
Molecular formula: C5H12N2O
Method: DFT, ωB97M-V with the def2-TZVPD basis set

```
20
Properties=species:S:1:pos:R:3
O -1.6839 0.7211 0.7738
N 0.4820 -1.1714 1.1185
N -0.3108 1.9766 -0.5638
C -0.8235 -1.4365 -0.8223
C 0.1708 -0.4932 -0.1302
C 1.5297 -2.2568 1.0467
C 0.9358 2.2846 -1.2962
C -0.7219 0.7862 0.0826
H -1.7943 -1.6841 -0.2749
H -0.9990 -0.8781 -1.7439
H 1.0721 -0.2771 -0.6361
H -0.3921 -2.5309 -1.0037
H 2.1972 -2.2283 1.9432
H -0.2361 -1.4063 1.8306
H 0.9949 -3.2365 1.1404
H 0.9245 3.3457 -1.6974
H 1.8340 2.2342 -0.5585
H 1.1081 1.4534 -2.0978
H -0.8959 2.7617 -0.2487
H 1.9149 -2.2650 -0.0095
```

Output
⟨S²⟩	0.755
calculated total energy	-382.1215	Eh
charge	+1
relative energy (zero: lowest compared OMol25 entry of this formula, charge and spin)	120.2	kJ/mol
HOMO level (alpha / beta)	-13.601 / -13.593	eV
2S+1	2
gap between HOMO and LUMO (alpha / beta)	10.67 / 6.11	eV

Atom charges from the Löwdin analysis, given in e for atoms 1 to 4:
1 O 0.121
2 N 0.149
3 N 0.013
4 C -0.011


[3]
Molecular formula: C5H12N2O
Method: DFT, ωB97M-V with the def2-TZVPD basis set

```
20
Properties=species:S:1:pos:R:3
O -2.3859 -0.8889 1.0545
N 1.7974 1.0347 -1.0531
N -3.0416 1.1616 -0.6587
C -2.4984 0.3194 0.9924
C -1.7699 1.1669 -0.0417
C 0.9416 -0.7423 1.2085
C 1.9079 -1.1383 0.1081
C 1.7317 -0.2963 -1.2360
H 2.9536 -0.8879 0.3608
H 2.2571 -0.7744 -2.0811
H -0.0052 -1.2221 0.9672
H 0.6279 -0.4972 -1.4511
H -1.4841 2.1830 0.2055
H -3.3050 0.3034 -1.1429
H 2.5686 1.4562 -1.5999
H 1.7945 -2.2080 -0.0826
H -3.0232 1.0120 1.6559
H 0.6604 0.3181 1.3018
H -0.9801 0.7816 -0.7068
H 1.2529 -1.0815 2.1994
```

Output
⟨S²⟩	0.769
calculated total energy	-381.9144	Eh
charge	+1
relative energy (zero: lowest compared OMol25 entry of this formula, charge and spin)	664.1	kJ/mol
HOMO level (alpha / beta)	-12.799 / -13.145	eV
2S+1	2
gap between HOMO and LUMO (alpha / beta)	3.70 / 4.04	eV

Atom charges from the Löwdin analysis, given in e for atoms 1 to 4:
1 O 0.061
2 N 0.359
3 N 0.119
4 C -0.307


[4]
Molecular formula: C5H12N2O
Method: DFT, ωB97M-V with the def2-TZVPD basis set

```
20
Properties=species:S:1:pos:R:3
O 2.7786 2.9929 0.3107
N 2.1575 0.9302 0.2892
N -1.0841 -0.1370 -0.0138
C -1.9423 -0.7880 -1.1013
C 0.1914 -0.9363 0.0401
C 1.8034 2.2863 0.1289
C 1.4750 -0.1987 -0.5242
C -1.6532 -0.0965 1.3332
H -1.9881 -1.8719 -1.0171
H 2.2849 -1.0454 -0.5351
H -2.6471 0.5263 1.1039
H -1.9388 -1.1057 1.8316
H 0.6855 2.4770 -0.0816
H -2.9537 -0.4045 -1.3897
H 1.3474 0.2144 -1.5455
H -0.9094 0.4076 1.9637
H 0.5058 -1.2968 1.0307
H -1.1874 -0.6832 -2.0217
H 3.0404 0.6424 0.7599
H 0.0340 -1.9130 -0.5618
```

Output
⟨S²⟩	0.756
calculated total energy	-382.0518	Eh
charge	+1
relative energy (zero: lowest compared OMol25 entry of this formula, charge and spin)	303.2	kJ/mol
HOMO level (alpha / beta)	-13.478 / -13.154	eV
2S+1	2
gap between HOMO and LUMO (alpha / beta)	10.52 / 4.71	eV

Atom charges from the Löwdin analysis, given in e for atoms 1 to 4:
1 O 0.055
2 N 0.008
3 N -0.074
4 C -0.010


[5]
Molecular formula: C5H12N2O
Method: DFT, ωB97M-V with the def2-TZVPD basis set

```
20
Properties=species:S:1:pos:R:3
O -1.7812 -0.8615 0.9544
N -3.6790 -0.2656 -0.1587
N 2.4911 0.1527 -0.0138
C 2.2564 -1.0276 0.7425
C -2.2608 -0.1161 0.0702
C -0.1499 1.0916 -0.6822
C -1.6350 0.8352 -0.7676
C 3.9258 0.2717 -0.2416
H 2.7154 -1.0228 1.8274
H 4.0905 1.1689 -0.8508
H -2.2248 1.2812 -1.5369
H 2.6414 -2.0189 0.2484
H 4.5165 0.4299 0.6493
H 0.0511 2.0428 -0.2883
H 4.3999 -0.5794 -0.7668
H 1.1477 -1.1046 0.9171
H 0.2531 0.3971 0.0237
H 0.3645 0.9599 -1.6346
H -4.0661 -0.7616 0.6158
H -4.1440 0.5601 -0.3601
```

Output
⟨S²⟩	0.756
calculated total energy	-382.0068	Eh
charge	+1
relative energy (zero: lowest compared OMol25 entry of this formula, charge and spin)	421.3	kJ/mol
HOMO level (alpha / beta)	-12.612 / -13.267	eV
2S+1	2
gap between HOMO and LUMO (alpha / beta)	3.98 / 4.67	eV

Atom charges from the Löwdin analysis, given in e for atoms 1 to 4:
1 O 0.144
2 N 0.213
3 N -0.080
4 C -0.189


[6]
Molecular formula: C5H12N2O2
Method: DFT, ωB97M-V with the def2-TZVPD basis set

```
21
Properties=species:S:1:pos:R:3
O 2.9279 0.1277 -0.4590
O 1.3024 1.6172 0.1498
N 0.8373 0.3210 -2.0312
N 0.0116 1.4133 -2.4386
C -1.5383 0.4815 1.2943
C -0.7853 -1.3805 -0.1703
C -0.6372 -0.6623 0.9556
C 2.0257 0.8547 -0.3807
C 0.4189 -0.9799 1.9654
H -1.9617 0.3395 2.2947
H -0.9141 1.0886 -2.7241
H -1.6728 -1.2638 -0.7789
H -0.2443 -2.3063 -0.3034
H -0.0528 -1.3636 2.8753
H 1.3659 -0.0110 -2.8332
H -2.3520 0.5791 0.5806
H -0.1147 2.0073 -1.6191
H 1.1251 -1.7129 1.5888
H 0.9727 -0.0836 2.2373
H 0.2600 -0.4756 -1.5215
H -0.9740 1.4095 1.3179
```

Output
structure (SMILES)	C=C(C)C.O=C=O.NN
calculated total energy	-457.6676	Eh
relative energy (zero: lowest compared OMol25 entry of this formula, charge and spin)	213.6	kJ/mol
HOMO level	-9.425	eV
2S+1	1
gap between HOMO and LUMO	10.22	eV

Atom charges from the Löwdin analysis, given in e for atoms 1 to 4:
1 O 0.153
2 O 0.108
3 N -0.075
4 N -0.030


> Which formula does entry 5 have?

C5H12N2O